[1]
DFT (ωB97M-V/def2-TZVPD) results for the molecule C22H28N4O5S2 in a non-equilibrium geometry.

Geometry (Å):
C: -0.13997 -1.32323 0.72153
O: -0.58490 -2.23377 -0.25521
C: -1.97234 -2.47261 -0.19198
C: -2.32750 -3.64975 -1.10990
N: -2.17701 -3.31583 -2.50341
C: -3.27949 -2.62369 -3.12785
C: -2.75433 -1.52468 -4.06622
N: -1.77719 -0.72087 -3.37735
C: -2.05207 0.51781 -2.90805
O: -3.07244 1.12753 -3.17229
C: -0.97987 1.07190 -2.02970
C: -1.34982 1.90509 -0.97918
C: -0.41371 2.37380 -0.07870
C: 0.92267 2.01929 -0.23177
N: 1.90715 2.40613 0.67912
C: 1.71011 2.77184 1.95513
N: 0.63274 3.13133 2.50092
C: 0.67684 3.34910 3.90682
C: -0.30576 2.38919 4.56113
S: 0.70708 0.89251 4.73536
O: 0.19105 0.02102 5.75201
O: 0.99745 0.31831 3.45317
C: 2.13896 1.83906 5.34746
C: 2.12810 3.07115 4.46566
S: 3.17146 2.79606 3.00131
C: 1.30928 1.24490 -1.32446
C: 0.36595 0.76670 -2.21015
C: -1.44918 -4.22497 -3.36137
C: -0.20213 -3.57450 -3.88109
C: 0.77024 -2.87686 -3.22481
C: 1.68320 -2.44566 -4.21987
C: 1.19837 -2.91218 -5.40088
O: 0.05443 -3.59379 -5.20693
H: 0.92863 -1.19321 0.57070
H: -0.31275 -1.70210 1.73456
H: -0.63756 -0.35291 0.62215
H: -2.52277 -1.56676 -0.48904
H: -2.26220 -2.72484 0.83979
H: -3.35370 -3.97286 -0.87192
H: -1.64416 -4.46447 -0.86622
H: -3.93098 -3.30791 -3.69828
H: -3.87800 -2.15431 -2.34546
H: -2.28808 -1.97183 -4.94898
H: -3.56818 -0.86848 -4.38041
H: -1.03414 -1.25595 -2.94712
H: -2.39191 2.16683 -0.87196
H: -0.70170 2.99371 0.75266
H: 2.84876 2.12060 0.44737
H: 0.39216 4.39031 4.10761
H: -0.60885 2.68366 5.56043
H: -1.16339 2.20682 3.92397
H: 1.93352 2.05829 6.39170
H: 3.05018 1.25677 5.25474
H: 2.51995 3.94436 4.99036
H: 2.35313 1.00046 -1.46372
H: 0.68034 0.16307 -3.04801
H: -2.06100 -4.53419 -4.21973
H: -1.17640 -5.12809 -2.80408
H: 0.81418 -2.70068 -2.16906
H: 2.57710 -1.87411 -4.07325
H: 1.55722 -2.83354 -6.40773

SMILES string: COCCN(CCNC(=O)c1ccc(NC2=N[C@H]3CS(=O)(=O)C[C@H]3S2)cc1)Cc1ccco1
Total energy in a.u.: -2246.706537
Charge: 0
E_LUMO in eV: 0.317
Relative energy (zero: lowest compared OMol25 entry of this formula, charge and spin) in kJ/mol: 0.0
Max |F| in eV/A: 1.3


[2]
DFT (ωB97M-V/def2-TZVPD) results for the molecule C22H28N6O3 in a non-equilibrium geometry.

Geometry (Å):
C: -7.03652 -2.40789 -1.11752
O: -6.36452 -1.38356 -1.81275
C: -5.49469 -0.55285 -1.15886
C: -5.20009 0.62424 -1.83955
C: -4.32642 1.57103 -1.34258
C: -3.72847 1.34748 -0.11165
N: -2.83129 2.23504 0.49106
C: -2.08826 3.20638 -0.09462
O: -2.21844 3.60483 -1.23266
C: -1.01818 3.75610 0.84700
C: 0.23741 2.87539 0.80168
C: 0.00092 1.50111 1.31132
N: -0.92766 1.10333 2.15621
N: -0.83856 -0.21203 2.34064
C: 0.16601 -0.64499 1.60796
C: 0.73136 -1.91646 1.38093
C: 1.77710 -1.99963 0.52229
C: 2.28908 -0.81773 -0.12625
N: 3.27721 -0.88042 -1.05205
C: 3.77921 0.35305 -1.62626
C: 5.00282 0.84335 -0.85237
C: 6.09477 -0.22945 -0.84756
C: 7.29707 0.21230 -0.01924
C: 5.51061 -1.53962 -0.31321
C: 4.26447 -1.93440 -1.11204
N: 1.76758 0.37207 0.10183
N: 0.73081 0.42243 0.93362
C: -4.00884 0.17415 0.58507
C: -4.86711 -0.78937 0.07883
O: -5.11365 -1.97413 0.72999
C: -4.50654 -2.19039 1.98047
H: -7.52478 -2.02948 -0.21602
H: -6.36508 -3.22503 -0.84517
H: -7.79332 -2.77517 -1.81133
H: -5.68430 0.77546 -2.79117
H: -4.10648 2.46626 -1.89778
H: -2.51768 1.93838 1.41447
H: -1.39687 3.80289 1.86780
H: -0.75332 4.75855 0.51007
H: 0.60369 2.79418 -0.22525
H: 1.02713 3.34442 1.39783
H: 0.31868 -2.77577 1.88308
H: 2.21708 -2.95957 0.31378
H: 2.98232 1.09424 -1.60182
H: 4.05180 0.14823 -2.66625
H: 5.37839 1.76123 -1.30560
H: 4.70397 1.06826 0.17341
H: 6.42292 -0.39461 -1.88069
H: 7.00479 0.38637 1.01412
H: 8.07213 -0.55045 -0.03270
H: 7.71476 1.13408 -0.41667
H: 6.25220 -2.33740 -0.37731
H: 5.23623 -1.41394 0.73714
H: 3.86017 -2.87529 -0.74391
H: 4.53326 -2.07371 -2.16474
H: -3.51352 0.01572 1.52999
H: -3.41423 -2.17380 1.91247
H: -4.83227 -1.45219 2.72003
H: -4.83485 -3.18121 2.29252

SMILES string: COc1ccc(NC(=O)CCc2nnc3ccc(N4CCC(C)CC4)nn23)cc1OC
Total energy in a.u.: -1409.366626
Charge: 0
E_LUMO in eV: 0.015
Relative energy (zero: lowest compared OMol25 entry of this formula, charge and spin) in kJ/mol: 357.9
Max |F| in eV/A: 1.4


[3]
DFT (ωB97M-V/def2-TZVPD) results for a structure of composition C22H29BrN4O2PtSSe2.

Geometry (Å):
Pt: 2.91970 0.11242 -0.23215
C: 4.45211 2.95838 -0.09918
O: 3.21411 2.23066 0.03889
C: 2.08099 2.97926 0.40041
C: 2.14538 4.26734 0.87609
C: 0.93877 4.89718 1.18262
Br: 0.97969 6.64472 1.86855
C: -0.26850 4.26645 0.97558
C: -0.32838 2.96580 0.45962
C: 0.87014 2.32633 0.21825
O: 0.97142 0.98530 -0.16138
C: -1.66172 2.39925 0.21021
N: -2.73409 2.88718 0.76422
C: -3.77705 2.12325 0.27320
C: -5.14697 2.21022 0.53258
C: -5.97563 1.32033 -0.11435
C: -5.46765 0.35678 -1.00648
C: -4.11804 0.25400 -1.27237
C: -3.28695 1.15574 -0.61128
N: -1.92157 1.34893 -0.63253
H: 4.27492 3.84019 -0.71160
H: 5.13821 2.29823 -0.61538
H: 4.83529 3.24105 0.87997
H: 3.07946 4.78560 1.03101
H: -1.20499 4.76171 1.18973
H: 0.19239 0.42440 0.10804
H: -5.53106 2.95580 1.21499
H: -7.04273 1.36314 0.05562
H: -6.15897 -0.31240 -1.50168
H: -3.73162 -0.48284 -1.96611
H: -1.28997 0.84803 -1.23307
C: 6.49799 0.32330 0.24405
Se: 5.01496 -0.92337 0.17364
C: 5.30892 -1.63716 -1.61843
C: 4.17254 -2.58749 -1.93441
Se: 2.41868 -2.01099 -1.21181
C: 2.38900 -3.26590 0.27681
H: 6.67294 0.77346 -0.72884
H: 7.35704 -0.27077 0.54938
H: 6.28609 1.06914 1.00450
H: 6.27536 -2.13947 -1.63958
H: 5.32957 -0.78292 -2.29061
H: 4.33943 -3.58086 -1.52328
H: 4.03913 -2.67917 -3.01032
H: 3.25226 -3.11070 0.91745
H: 2.39693 -4.26504 -0.15330
H: 1.45898 -3.07598 0.80424
S: -0.55903 -1.40141 -0.21091
C: -1.96403 -2.30276 0.20120
N: -2.69145 -2.86808 -0.75510
C: -3.94234 -3.59595 -0.51780
C: -4.57339 -3.08493 0.76476
C: -3.55103 -3.15268 1.88477
N: -2.34093 -2.43766 1.46750
H: -2.34189 -2.76771 -1.69370
H: -3.73790 -4.66689 -0.45579
H: -4.59357 -3.42574 -1.37276
H: -5.44593 -3.68436 1.01679
H: -4.89905 -2.05161 0.62816
H: -3.29911 -4.18873 2.12080
H: -3.92319 -2.68035 2.79116
H: -1.79369 -1.93962 2.14939

Total energy in a.u.: -9119.108124
Charge: +2
E_LUMO in eV: -7.150
Relative energy (zero: lowest compared OMol25 entry of this formula, charge and spin) in kJ/mol: 153.2
Max |F| in eV/A: 0.8


[4]
DFT (ωB97M-V/def2-TZVPD) results for a structure of composition C22H29CrN9O3S.

Geometry (Å):
Cr: -0.04948 0.15622 0.55118
C: 3.13837 1.14255 3.48945
O: 4.02873 0.25195 2.84642
C: 3.58301 -0.91555 2.30256
C: 4.54031 -1.91890 2.27451
C: 4.29270 -3.17209 1.73173
C: 3.04930 -3.42390 1.20086
C: 2.07780 -2.41681 1.18150
C: 0.81163 -2.73858 0.57533
N: -0.05365 -1.86621 0.21702
N: -1.25972 -2.37936 -0.26440
C: -2.18400 -1.50551 -0.04658
O: -1.92726 -0.35075 0.53721
C: -3.57771 -1.77439 -0.46103
C: -4.58205 -0.86106 -0.15518
C: -5.88881 -1.10163 -0.55188
C: -6.19581 -2.25500 -1.25834
C: -5.19563 -3.16998 -1.56410
C: -3.89109 -2.93429 -1.16753
C: 2.31056 -1.13833 1.73710
O: 1.36907 -0.19043 1.72548
H: 3.74683 1.72787 4.17576
H: 2.36751 0.61083 4.05089
H: 2.67606 1.80936 2.76380
H: 5.50132 -1.68137 2.71177
H: 5.06164 -3.93097 1.73872
H: 2.80678 -4.39178 0.78019
H: 0.56285 -3.78356 0.40288
H: -4.33794 0.03229 0.40321
H: -6.66776 -0.39228 -0.30594
H: -7.21508 -2.44475 -1.56763
H: -5.43597 -4.07134 -2.11183
H: -3.10479 -3.63972 -1.39733
C: -1.69858 2.61263 -0.29946
C: -2.01832 2.33145 1.15947
N: -0.85247 1.73965 1.84964
C: 0.06526 2.72256 2.45198
C: 0.89228 3.52497 1.45506
S: 1.77840 2.50661 0.23385
C: 1.06277 3.02497 -1.34511
C: 0.05559 2.03204 -1.94094
N: -0.89036 1.52794 -0.91416
H: -1.12543 3.53097 -0.37197
H: -2.61773 2.77328 -0.86498
H: -2.83272 1.61859 1.23460
H: -2.32455 3.26184 1.64640
H: -1.22088 1.18713 2.61900
H: 0.72942 2.15938 3.10336
H: -0.49715 3.42624 3.07517
H: 1.64565 4.07260 2.02231
H: 0.30171 4.27578 0.93218
H: 1.88503 3.09577 -2.05468
H: 0.65150 4.02794 -1.24436
H: 0.24018 0.48778 -3.31454
H: -0.49638 2.54521 -2.73500
H: -1.53592 0.88987 -1.37455
N: 2.41441 -0.99623 -5.38169
N: 1.82607 -0.87063 -4.22466
N: 2.58218 -1.10659 -3.25135
C: 2.02412 -0.88742 -1.99672
N: 1.21977 0.02678 -1.60905
N: 0.74298 0.93123 -2.55983
H: 3.38200 -1.29185 -5.42324
H: 1.83565 -0.92732 -6.19765
H: 2.41779 -1.53571 -1.22490

Multiplicity: 4
Total energy in a.u.: -3016.695334
Charge: +1
E_LUMO (spin up / spin down) in eV: -2.728 / -2.692
Relative energy (zero: lowest compared OMol25 entry of this formula, charge and spin) in kJ/mol: 126.5
Max |F| in eV/A: 0.3